{"formula": "C36H99N11O16", "method": "wB97M-V/def2-TZVPD", "elements": ["C", "O", "C", "C", "N", "C", "C", "O", "C", "H", "H", "H", "H", "H", "H", "H", "H", "H", "H", "H", "H", "H", "H", "H", "C", "O", "C", "C", "N", "C", "C", "O", "C", "H", "H", "H", "H", "H", "H", "H", "H", "H", "H", "H", "H", "H", "H", "H", "C", "O", "C", "C", "N", "C", "C", "O", "C", "H", "H", "H", "H", "H", "H", "H", "H", "H", "H", "H", "H", "H", "H", "H", "C", "O", "C", "C", "N", "C", "C", "O", "C", "H", "H", "H", "H", "H", "H", "H", "H", "H", "H", "H", "H", "H", "H", "H", "C", "O", "C", "C", "N", "C", "C", "O", "C", "H", "H", "H", "H", "H", "H", "H", "H", "H", "H", "H", "H", "H", "H", "H", "C", "O", "N", "N", "H", "H", "H", "H", "C", "O", "N", "N", "H", "H", "H", "H", "C", "O", "N", "N", "H", "H", "H", "H", "C", "O", "H", "H", "H", "H", "C", "O", "H", "H", "H", "H", "C", "O", "H", "H", "H", "H"], "positions_angstrom": [[10.9151, -3.3790, -0.5059], [9.7152, -2.6481, -0.4487], [8.6452, -3.2840, -1.0986], [7.4788, -2.3244, -1.1973], [7.0217, -1.9188, 0.1410], [5.8945, -1.0144, 0.0428], [5.2416, -0.7130, 1.3786], [4.5110, 0.4863, 1.3024], [3.7044, 0.6979, 2.4324], [11.3258, -3.3113, -1.5222], [10.8369, -4.4383, -0.2424], [11.6228, -2.9038, 0.1718], [8.3414, -4.1911, -0.5658], [8.8764, -3.5297, -2.1468], [6.6664, -2.8018, -1.7492], [7.7928, -1.4430, -1.7779], [7.8387, -1.4273, 0.4931], [5.1309, -1.3988, -0.6366], [6.1840, -0.0558, -0.4203], [6.0201, -0.6482, 2.1525], [4.5975, -1.5541, 1.6696], [2.8866, -0.0288, 2.4648], [3.2164, 1.6679, 2.3249], [4.2734, 0.7357, 3.3675], [2.2818, 3.7844, 0.5426], [2.2203, 5.0832, -0.0399], [3.1469, 6.0340, 0.4752], [2.7928, 6.5215, 1.8767], [1.6510, 7.4179, 1.8451], [1.4347, 8.0996, 3.1074], [0.3389, 9.1473, 2.9570], [0.9601, 10.3308, 2.4411], [0.0893, 11.2639, 1.8566], [3.2482, 3.3120, 0.3553], [1.4215, 3.2564, 0.1339], [2.0857, 3.8227, 1.6181], [3.1850, 6.8579, -0.2401], [4.1671, 5.6244, 0.4347], [3.6757, 7.0933, 2.1813], [2.6760, 5.6327, 2.5075], [0.8511, 6.8260, 1.6118], [2.3423, 8.6443, 3.3657], [1.0956, 7.4263, 3.9103], [-0.1165, 9.4307, 3.9130], [-0.4366, 8.8259, 2.2552], [-0.0063, 12.1369, 2.5153], [-0.9293, 10.9066, 1.6753], [0.5087, 11.6002, 0.9061], [-0.5055, -3.1766, 1.6205], [-1.1678, -4.0984, 0.7762], [-0.6216, -5.3973, 0.8590], [-1.2984, -6.2061, -0.2468], [-0.7918, -7.5584, -0.3868], [-1.5778, -8.3167, -1.3503], [-1.1462, -9.7714, -1.3660], [-1.3003, -10.4349, -0.1224], [-2.6455, -10.5645, 0.2738], [-0.5979, -3.3857, 2.6912], [-0.9812, -2.2073, 1.4600], [0.5499, -3.0904, 1.3402], [-0.8214, -5.8413, 1.8404], [0.4490, -5.3735, 0.6255], [-1.0941, -5.6366, -1.1580], [-2.3820, -6.1442, -0.0685], [-0.8736, -8.0330, 0.5096], [-1.3628, -7.8985, -2.3380], [-2.6680, -8.2604, -1.2240], [-0.0856, -9.8246, -1.6086], [-1.7117, -10.3229, -2.1269], [-2.7543, -11.2746, 1.0911], [-3.2970, -10.9273, -0.5307], [-3.0074, -9.5868, 0.6113], [1.8132, -3.9966, -1.6244], [2.3411, -2.7765, -2.0806], [2.3070, -1.8036, -1.0290], [2.7679, -0.4918, -1.6447], [1.7005, -0.0664, -2.5686], [2.1279, 0.9782, -3.4718], [1.1717, 1.1027, -4.6501], [1.1452, -0.0935, -5.3707], [0.1157, -0.1241, -6.3503], [2.3851, -4.4439, -0.8067], [1.7054, -4.6786, -2.4712], [0.7575, -3.8821, -1.3235], [2.9617, -2.1669, -0.2304], [1.2834, -1.6597, -0.6795], [3.6604, -0.6876, -2.2532], [2.9563, 0.2718, -0.8913], [1.4896, -0.8875, -3.1311], [3.1338, 0.8252, -3.8957], [2.1604, 1.9864, -3.0410], [1.5170, 1.9772, -5.2185], [0.1733, 1.3330, -4.2480], [-0.8201, -0.3635, -5.8359], [0.3240, -0.9165, -7.0649], [0.0720, 0.8352, -6.8702], [-9.3209, -0.6649, 2.4197], [-8.3043, -1.0134, 1.5195], [-8.6394, -2.0909, 0.6544], [-7.4016, -2.4659, -0.1381], [-6.9123, -1.3234, -0.8704], [-5.6074, -1.4825, -1.4771], [-5.1568, -0.1834, -2.1467], [-4.3829, 0.5152, -1.1923], [-3.6575, 1.5973, -1.7045], [-10.0630, 0.0004, 1.9616], [-8.8514, -0.0682, 3.2057], [-9.7812, -1.5403, 2.8874], [-9.4036, -1.7176, -0.0401], [-8.9748, -2.9276, 1.2742], [-7.5935, -3.3657, -0.7226], [-6.6482, -2.7356, 0.6266], [-6.9618, -0.4952, -0.2932], [-5.6157, -2.3114, -2.1937], [-4.8506, -1.8292, -0.7556], [-6.0235, 0.4444, -2.3786], [-4.6130, -0.4737, -3.0529], [-3.1019, 2.0459, -0.8810], [-4.3208, 2.4153, -2.0255], [-2.9705, 1.3112, -2.5061], [-0.6989, -0.5635, 4.2705], [-1.6249, 0.0145, 3.6913], [0.4655, -0.8312, 3.6309], [-0.7909, -1.0312, 5.5482], [0.5045, -0.5232, 2.6549], [1.1884, -1.4009, 4.0247], [-0.0080, -1.4380, 6.0230], [-1.6563, -1.0061, 6.0546], [-0.0729, 0.9622, 0.4733], [0.6455, 0.0290, 0.8759], [-0.8733, 1.6713, 1.3215], [-0.1843, 1.3362, -0.8224], [-1.0149, 1.2499, 2.2317], [-1.3301, 2.5211, 1.0498], [-0.7256, 2.1503, -1.0754], [0.3627, 0.8830, -1.5611], [-0.6788, 4.4524, -2.1623], [-1.1692, 4.0730, -1.0851], [-1.4509, 4.4279, -3.2876], [0.5643, 4.9499, -2.3032], [-1.0954, 4.6608, -4.1944], [-2.3813, 4.0675, -3.1765], [0.8746, 5.3288, -3.1761], [1.1763, 4.9037, -1.4768], [-1.6568, 6.0538, 2.0916], [-0.5302, 5.5571, 1.3970], [-2.3519, 5.2409, 2.3305], [-1.3782, 6.4609, 3.0659], [-2.1889, 6.8431, 1.5511], [-0.8571, 5.0230, 0.6512], [-1.8447, -1.7651, -2.1219], [-2.1043, -3.0281, -1.5600], [-2.3023, -1.6339, -3.1009], [-2.2380, -0.9870, -1.4500], [-0.7843, -1.4888, -2.2017], [-1.8706, -3.0357, -0.6177], [-4.5571, 1.2646, 2.7454], [-3.8692, 1.7085, 3.9029], [-4.6777, 0.1796, 2.7711], [-5.5456, 1.7219, 2.7259], [-4.0261, 1.5819, 1.8428], [-3.0651, 1.1830, 4.0208]], "forces_ev_per_a": [[0.48, 0.32, -0.41], [-0.08, -0.12, 0.28], [-0.60, 0.17, -0.62], [-0.08, 0.11, 0.50], [0.21, -0.38, -0.62], [-0.19, 0.97, -0.36], [0.41, -0.44, 0.30], [0.14, 0.03, -0.19], [-0.54, 0.40, -0.08], [0.06, -0.15, 0.04], [-0.35, 0.04, 0.11], [-0.05, -0.01, 0.03], [0.08, -0.05, 0.02], [0.41, -0.24, 0.17], [-0.03, -0.07, 0.10], [0.01, -0.06, -0.10], [-0.29, 0.05, 0.54], [0.17, -0.38, 0.03], [0.00, 0.08, 0.14], [0.00, 0.12, 0.04], [-0.11, 0.05, 0.00], [0.18, -0.18, 0.21], [0.11, 0.02, -0.13], [0.09, -0.29, -0.02], [-0.50, 0.56, 0.35], [0.13, -0.07, -0.03], [0.23, -0.12, -0.20], [0.59, 0.38, -0.98], [0.12, -0.56, -0.06], [-1.01, 0.13, -0.24], [0.55, 0.98, -0.24], [-0.15, -0.50, -0.28], [-0.04, 0.61, 0.20], [-0.08, -0.18, -0.14], [0.33, -0.36, -0.24], [0.19, 0.06, 0.04], [-0.42, 0.12, 0.15], [-0.12, -0.31, 0.32], [-0.07, -0.12, 0.38], [0.01, 0.15, 0.37], [0.01, 0.38, 0.00], [0.06, -0.20, 0.34], [0.46, -0.08, 0.15], [-0.10, -0.39, 0.10], [-0.04, -0.19, 0.09], [-0.01, 0.01, -0.08], [0.13, -0.33, 0.01], [0.00, -0.04, 0.01], [-0.15, 0.57, -0.19], [0.16, 0.00, 0.73], [-0.19, -0.51, -0.85], [0.02, 0.75, 0.09], [-0.49, -0.08, 0.47], [0.40, -0.12, -0.38], [-0.01, -0.09, -0.06], [0.10, -0.30, 0.14], [-0.28, 0.42, 0.01], [-0.02, -0.39, -0.07], [0.11, 0.01, -0.04], [0.03, -0.02, 0.11], [0.22, 0.07, 0.13], [0.09, 0.01, 0.41], [-0.17, -0.19, -0.16], [-0.05, -0.16, -0.09], [0.13, -0.02, -0.03], [-0.10, -0.06, -0.08], [-0.01, 0.22, 0.24], [0.02, -0.07, 0.06], [0.00, 0.09, -0.11], [0.43, 0.02, 0.08], [0.13, 0.11, -0.17], [-0.31, -0.13, 0.04], [-1.19, -0.21, -0.56], [-0.03, 0.06, 0.34], [0.32, 0.07, -0.63], [-0.50, -0.43, -0.44], [0.36, 0.15, 0.11], [0.03, 0.26, -1.04], [-0.01, 0.31, 0.98], [0.29, -0.11, -0.55], [0.19, -0.10, 0.59], [0.14, 0.01, -0.05], [0.63, -0.04, 0.03], [0.21, 0.23, 0.39], [-0.07, 0.26, 0.24], [0.02, -0.17, 0.27], [0.28, 0.10, 0.34], [0.04, -0.03, 0.05], [-0.10, 0.09, -0.07], [0.03, -0.25, 0.16], [-0.09, -0.23, 0.56], [-0.16, -0.19, -0.46], [-0.11, 0.00, -0.11], [-0.22, 0.25, -0.25], [0.16, -0.01, 0.04], [-0.22, -0.01, -0.08], [0.25, 0.63, 0.28], [0.41, -0.25, -0.02], [0.04, 0.64, -0.22], [0.61, 0.39, 1.53], [-0.64, -0.19, -0.90], [-0.08, -0.26, 0.10], [-0.19, -0.65, 0.67], [0.53, -0.09, -0.07], [-0.29, 0.68, 0.45], [-0.22, -0.36, -0.12], [0.02, -0.14, 0.02], [-0.14, 0.00, -0.13], [-0.27, -0.42, 0.08], [-0.22, -0.13, -0.28], [0.00, 0.23, -0.44], [-0.03, -0.35, -0.07], [0.16, -0.07, 0.16], [-0.39, 0.20, -0.20], [0.16, 0.41, 0.07], [-0.07, -0.22, -0.41], [0.29, 0.53, 0.02], [0.22, -0.29, 0.01], [-0.10, -0.19, -0.40], [0.00, -0.06, -0.08], [0.03, -0.53, -0.24], [0.23, -0.01, 0.41], [-0.33, 0.45, -0.14], [-0.07, 0.00, 0.29], [0.33, -0.08, -0.07], [0.03, -0.02, 0.04], [0.09, -0.02, -0.10], [-0.11, 0.24, -0.22], [-0.62, 0.28, -0.20], [-0.28, 0.21, -0.12], [0.61, -0.51, 0.35], [0.42, -0.10, -0.51], [-0.23, 0.31, 0.05], [-0.12, -0.04, -0.07], [-0.04, -0.06, 0.31], [0.14, -0.25, 0.48], [-0.55, 0.46, -0.18], [0.40, 0.05, -0.06], [0.02, -0.14, 0.18], [-0.10, -0.59, 0.78], [-0.06, -0.04, -0.07], [-0.01, 0.04, -0.15], [0.15, 0.01, 0.00], [0.00, 0.51, -0.43], [-0.56, -0.28, 0.45], [-0.31, -0.15, -0.03], [-0.11, 0.09, -0.16], [0.41, 0.03, -0.16], [0.05, -0.08, -0.14], [0.31, 0.18, -0.08], [0.17, 1.20, 1.05], [0.00, -0.26, -0.45], [-0.13, -0.40, -0.02], [-0.22, 0.05, -0.30], [0.13, -0.51, -0.17], [0.02, -0.16, -0.40], [0.34, 0.03, 0.22], [-0.22, 0.35, 0.25], [-0.01, -0.03, -0.28], [0.00, 0.04, 0.13], [-0.05, -0.25, -0.14], [-0.08, -0.14, -0.23]], "smiles": "COCCNCCOC.COCCNCCOC.COCCNCCOC.COCCNCCOC.COCCNCCOC.NC(N)=O.NC(N)=O.NC(N)=O.CO.CO.CO", "de_lowest_ev": 0.000, "gap_ev": 8.57}